# H20O10

A cluster of 10 separate species, H20O10 in total at a distorted geometry (wB97M-V/def2-TZVPD, the Open Molecules 2025 dataset).

```
30
Properties=species:S:1:pos:R:3:lowdin_charge:R:1
O -17.3497 4.9069 -5.1002 -0.03
O -17.4563 8.0348 -4.5864 -0.04
O -17.7440 2.7274 -7.0459 -0.03
O -18.8777 2.8114 -2.7621 -0.02
O -17.9243 4.5832 -9.0916 -0.03
O -17.5024 6.8802 -7.1408 -0.02
O -19.2957 1.6219 -5.1446 -0.08
O -14.7532 4.1508 -5.0407 -0.07
O -14.6628 6.8194 -4.8963 -0.05
O -18.1216 5.5041 -2.2264 -0.06
H -17.7787 7.7942 -5.4511 -0.01
H -16.9193 7.6219 -7.3241 0.08
H -19.2363 2.6166 -1.9138 0.05
H -18.5629 6.0591 -1.5316 0.08
H -15.7348 4.1700 -5.0339 0.01
H -18.8424 2.2359 -5.7173 -0.05
H -18.1938 5.8999 -3.0973 0.01
H -17.0508 2.2614 -6.5748 0.09
H -17.6585 4.0061 -5.3471 0.05
H -19.3007 2.1548 -4.3293 -0.02
H -17.8641 4.0621 -8.3162 -0.04
H -17.7316 2.2029 -7.8235 0.07
H -14.4646 3.9984 -5.9481 0.05
H -14.5654 5.9410 -4.6255 -0.04
H -17.5469 5.5502 -5.7748 0.01
H -17.8892 6.7538 -7.9816 0.03
H -17.3884 4.1246 -9.7561 0.05
H -15.6143 6.8569 -4.9233 -0.03
H -18.8908 3.7544 -2.7521 -0.01
H -16.9103 8.8337 -4.6220 0.06
```

The energy comes out at -764.3756 Ha. The LUMO energy comes out at -0.12 eV. Its structure (SMILES) is O.O.O.O.O.O.O.O.O.O. As for the charge: 0. The calculation puts the energy above the lowest of the compared OMol25 structures with the same formula, charge and spin at 66.7 kcal/mol.

=====

# H21O10

A structure of composition H21O10 at a distorted geometry (wB97M-V/def2-TZVPD, the Open Molecules 2025 dataset).

```
31
Properties=species:S:1:pos:R:3:lowdin_charge:R:1
O 0.5279 -2.1684 2.1102 0.27
O 1.7246 1.0712 -2.6734 0.11
O 3.2058 0.9739 1.6550 -0.01
O -2.0142 -1.2132 2.1032 0.03
O -2.7765 -1.1143 -0.5206 -0.03
O 0.8697 -2.1290 -0.5249 0.05
O 3.6279 0.9386 -0.9417 -0.01
O -2.6410 2.0797 1.1928 -0.04
O 0.2796 0.4120 -0.8238 0.02
O -1.9435 1.3376 -1.9023 -0.02
H 0.4324 -0.5787 -0.8714 0.05
H 3.0585 1.3252 2.5366 0.07
H 2.6030 1.2240 -2.1909 0.09
H -2.5968 -0.7154 1.4881 0.06
H 0.1978 -2.7577 -0.2166 0.10
H 3.6231 0.1066 -0.4831 0.05
H -2.6315 1.8266 2.1185 0.04
H -0.4477 -1.9947 2.1057 0.07
H -3.2197 -0.2602 -0.6367 0.05
H 2.9828 0.0460 1.6239 0.02
H -3.4893 2.5210 1.0619 0.06
H -2.1760 2.0203 -1.2603 0.06
H 0.7985 -1.8559 2.9978 0.16
H -1.6481 1.7619 -2.7134 0.09
H 1.8118 0.3047 -3.2566 0.14
H 0.9999 0.8525 -1.7591 0.07
H -0.6836 0.4452 -1.1116 0.07
H 1.5221 -2.4139 0.1335 0.08
H -2.5740 -2.0128 2.1204 0.11
H 4.0420 1.6797 -0.5113 0.08
H -3.4654 -1.7124 -0.8499 0.09
```

The energy comes out at -764.2338 Ha. As for the spin multiplicity: 2. The LUMO energy (spin up / spin down) comes out at -6.66 / -14.37 eV. As for the charge: +2. The calculation puts the energy above the lowest of the compared OMol25 structures with the same formula, charge and spin at 5.0 kcal/mol. As for the expectation value of S²: 0.76.

=====

# H21O11Pb

A structure of composition H21O11Pb at a distorted geometry (wB97M-V/def2-TZVPD, the Open Molecules 2025 dataset).

```
33
Properties=species:S:1:pos:R:3:lowdin_charge:R:1
Pb -1.6396 2.0937 -0.8626 1.66
O 1.3951 -1.3006 -1.5991 0.00
O 2.3964 1.3404 -0.3574 -0.03
O 0.3205 0.9825 -2.6673 -0.06
O 0.2313 1.8731 2.4102 -0.08
O 0.4453 3.3317 -0.9140 -0.18
O -0.2061 0.6243 0.1461 -0.51
O -1.5048 -0.3436 2.8127 -0.03
O 1.1715 -1.2093 1.4492 -0.04
O -2.0421 -1.6288 0.3749 -0.06
O -2.3479 -0.0158 -1.7655 -0.17
O 0.1785 -3.4760 0.5151 -0.10
H 0.5284 1.2529 3.0991 0.06
H -0.3548 -3.8566 1.2590 0.07
H -2.2438 -0.3595 -2.6570 0.09
H -0.0946 0.0112 -0.5884 -0.03
H 0.4024 -2.5622 0.7309 -0.06
H 1.6813 -2.0559 -1.1434 0.04
H -2.2118 -0.1909 3.4686 0.08
H 0.2558 1.4741 1.5048 -0.03
H 1.3381 -1.4996 -2.5260 0.07
H 1.2596 3.0449 -1.3465 0.06
H 2.9295 0.6187 -0.0077 0.06
H 0.9657 0.4545 -2.1848 0.01
H 1.5236 1.0535 -0.1274 -0.06
H -2.3999 -0.7645 -1.1810 0.01
H 0.6675 -0.4612 1.0380 -0.01
H -2.5795 -1.3249 1.1457 0.08
H -1.4119 0.4887 2.3896 -0.02
H -0.0960 0.4001 -3.2805 0.05
H 0.6745 4.2532 -0.6629 0.11
H -1.2557 -1.0954 0.5353 -0.01
H 2.0234 -1.1525 0.9924 0.06
```

The energy comes out at -1032.8581 Ha. The LUMO energy comes out at -4.89 eV. As for the charge: +1. The calculation puts the energy above the lowest of the compared OMol25 structures with the same formula, charge and spin at 0.0 kcal/mol.